ORCA calculation (ωB97M-V/def2-TZVPD) on C15H40ClO15S5Ti as an isolated structure in a non-equilibrium geometry.

```
77
Properties=species:S:1:pos:R:3:forces:R:3:lowdin_charge:R:1
Ti -0.5386 1.2697 1.5326 0.020 0.662 0.183 0.35
Cl -0.8741 3.6053 2.9348 0.248 -0.559 -0.498 -0.35
O 0.2647 -0.1376 6.0622 0.887 -0.393 -1.935 -0.28
S 0.7850 -0.4473 4.7400 0.747 -0.227 0.078 0.74
O 0.2280 0.2079 3.5466 1.209 -1.383 2.014 -0.38
O 2.4798 -0.2187 4.8487 -2.898 -0.115 0.040 -0.27
C 3.2202 -0.3100 3.6256 0.713 2.201 -0.538 -0.25
C 4.4092 0.7539 3.7394 -0.093 -1.923 0.522 -0.04
C 0.7726 -2.3243 4.5792 0.203 0.657 0.101 -0.09
H 2.6030 0.0324 2.7950 -0.235 -0.230 -0.093 0.08
H 3.4992 -1.3518 3.4674 0.460 0.159 -0.001 0.11
H 4.8164 0.6254 4.7423 -0.035 0.224 0.170 0.07
H 4.1907 1.8089 3.5745 -0.604 -0.348 -0.078 0.07
H 5.2422 0.4721 3.0952 -0.184 -0.034 -0.343 0.07
H -0.2289 -2.7097 4.7703 -0.054 0.393 -0.061 0.06
H 1.4444 -2.7263 5.3377 -0.086 0.442 0.261 0.06
H 1.1489 -2.7189 3.6354 -0.160 0.633 -0.320 0.05
O -1.5014 1.4950 -0.7632 -0.201 0.670 -2.170 -0.34
S -2.3020 2.0048 -1.8709 -3.309 0.352 0.730 0.70
O -2.8503 3.3775 -1.8464 2.138 -2.132 -0.611 -0.29
O -1.6368 1.5441 -3.3261 0.082 0.551 0.570 -0.29
C -2.2759 1.9842 -4.5814 -0.768 1.087 0.080 -0.24
C -2.9005 0.8455 -5.3836 -0.091 -0.517 0.714 -0.06
C -3.8458 0.9910 -1.9351 1.256 0.387 -0.377 -0.10
H -1.6114 2.6020 -5.1855 0.870 -0.614 0.206 0.12
H -2.9843 2.7693 -4.3171 -0.578 -0.340 0.214 0.11
H -3.6540 0.3374 -4.7817 0.152 -0.177 0.233 0.06
H -2.1600 0.1080 -5.6932 0.085 0.040 0.094 0.07
H -3.4700 1.1105 -6.2744 0.374 0.719 -0.025 0.08
H -4.3296 1.1034 -0.9648 0.207 -0.239 -0.062 0.08
H -3.5376 -0.0180 -2.2088 -0.214 -0.065 0.480 0.05
H -4.4878 1.3904 -2.7203 0.146 0.180 0.071 0.06
O 0.5502 -0.5939 0.5628 1.417 -2.096 -0.696 -0.35
S 1.4931 -1.6122 0.0750 0.341 1.401 -0.367 0.70
O 2.2530 -2.4771 0.9798 -1.871 0.886 -1.374 -0.29
O 0.7458 -2.5360 -1.0749 0.826 -0.377 1.612 -0.27
C -0.1670 -1.9500 -2.0043 -0.501 0.832 -0.758 -0.27
C -0.1649 -2.6807 -3.3486 0.598 -0.095 0.925 -0.04
C 2.7313 -0.7536 -0.9841 -0.940 -0.767 0.558 -0.07
H 0.1070 -0.9011 -2.1183 -0.103 0.103 -0.183 0.10
H -1.2064 -1.9726 -1.6769 0.130 0.019 0.771 0.11
H 0.8584 -2.8463 -3.6855 -0.061 0.173 -0.282 0.08
H -0.7407 -2.0698 -4.0437 0.103 -0.147 -0.120 0.08
H -0.6270 -3.6602 -3.2258 -0.092 0.030 -0.135 0.08
H 3.4018 -0.1913 -0.3343 -0.219 0.082 0.004 0.07
H 2.1582 -0.1193 -1.6604 0.205 0.094 0.094 0.05
H 3.2665 -1.5349 -1.5238 -0.037 0.075 0.070 0.07
O 1.0846 2.5008 0.1761 2.556 1.013 -0.295 -0.38
S 2.4109 3.1498 0.3119 -1.143 1.101 1.147 0.69
O 3.5423 2.4209 0.8489 -1.076 0.364 -0.928 -0.29
O 2.9047 3.7812 -1.1273 -0.524 -0.506 1.511 -0.25
C 1.9187 4.0636 -2.1331 0.296 0.887 -0.526 -0.29
C 1.7741 2.8809 -2.9936 -0.562 -0.926 -0.128 -0.08
C 2.2394 4.7309 1.2696 -0.343 -0.345 -0.762 -0.10
H 2.2912 4.8716 -2.7628 0.568 0.217 0.395 0.12
H 0.9515 4.4435 -1.8040 0.047 -0.326 0.817 0.13
H 2.7345 2.5241 -3.3655 -0.040 0.235 -0.235 0.09
H 1.0925 3.1905 -3.7859 0.025 -0.537 -0.306 0.09
H 1.3461 2.0820 -2.3880 -0.301 -0.156 -0.269 0.06
H 1.5825 4.6796 2.1380 0.129 -0.912 0.191 0.01
H 1.6994 5.4360 0.6377 0.232 -0.088 -0.378 0.06
H 3.2377 5.1036 1.4988 -0.061 -0.229 -0.101 0.07
O -2.3085 -0.2539 1.5571 -1.039 -2.302 -0.659 -0.35
S -2.8906 -1.5501 1.2070 0.828 -0.330 -0.582 0.70
O -3.4985 -1.8259 -0.0993 0.625 0.816 1.873 -0.30
O -1.6804 -2.6676 1.3768 -0.542 1.432 0.086 -0.26
C -1.9014 -3.9992 0.9398 0.324 -1.870 -0.069 -0.28
C -0.6629 -4.8799 1.2344 0.246 1.160 0.246 -0.05
C -3.9891 -2.0445 2.5502 -0.130 -0.075 -0.385 -0.10
H -2.0516 -4.1237 -0.1326 -0.162 0.784 -0.163 0.11
H -2.7925 -4.4173 1.4080 -0.076 0.055 0.243 0.11
H 0.1924 -4.4245 0.7352 -0.038 -0.202 -0.418 0.05
H -0.8060 -5.9025 0.8854 -0.105 0.131 -0.025 0.08
H -0.3211 -4.8844 2.2694 -0.572 -0.117 0.262 0.07
H -4.5018 -2.9774 2.3155 0.450 -0.163 -0.213 0.07
H -4.8072 -1.3365 2.6820 0.446 0.432 -0.034 0.08
H -3.3666 -2.1483 3.4389 -0.140 0.181 -0.062 0.08
```
Forces are in eV/Å.

## Properties
Molar mass = 704.13 g mol⁻¹
Energy above the lowest of the compared OMol25 structures with the same formula, charge and spin = 66.7 kcal/mol
Charge = 0
Multiplicity = 4
HOMO level (alpha / beta) = -3.24 / -7.23 eV
LUMO level (alpha / beta) = 0.0026 / 0.0018 Eh
Kohn-Sham gap (alpha / beta) = 3.31 / 7.28 eV

ORCA calculation (ωB97M-V/def2-TZVPD) on an isolated ion of composition C2H5IN and charge +1 in a non-equilibrium geometry.

```
9
Properties=species:S:1:pos:R:3:forces:R:3:lowdin_charge:R:1
C -0.0829 -0.7386 -0.3186 0.216 -0.830 -0.413 -0.12
C 0.9646 -0.1764 0.5340 -0.718 1.513 3.813 -0.71
N 0.0179 0.7784 -0.1777 -1.781 0.450 -1.482 0.03
I 3.0376 -0.0133 -0.0176 -1.262 -0.123 0.482 0.93
H 0.1280 -1.1979 -1.3379 -0.314 0.911 1.496 0.16
H -0.8391 -1.2113 0.3293 -0.118 0.421 -1.024 0.13
H 0.5299 -0.0882 1.7818 2.198 -0.564 -3.853 0.22
H 0.3061 1.2905 -1.0376 0.260 -0.783 0.763 0.17
H -0.8323 1.2897 0.1965 1.518 -0.995 0.218 0.20
```
Forces are in eV/Å.

## Properties
Molar mass = 169.97 g mol⁻¹
Energy above the lowest of the compared OMol25 structures with the same formula, charge and spin = 30.5 kcal/mol
Charge = +1
Multiplicity = 1
HOMO level = -14.41 eV
LUMO level = -0.1620 Eh
Kohn-Sham gap = 10.00 eV
SMILES = I[C@@H]1C[NH2+]1

ORCA calculation (ωB97M-V/def2-TZVPD) on C47H46F6MnN5O7S3Sb2 as an isolated structure in a non-equilibrium geometry.

```
117
Properties=species:S:1:pos:R:3:forces:R:3:lowdin_charge:R:1
Mn -0.0955 -0.0737 1.9975 -0.282 0.936 0.515 0.88
F -2.0028 -2.0342 7.0418 0.037 0.603 -0.859 0.11
C -1.7383 -0.7112 6.9359 -0.019 -0.181 0.001 -0.62
F -0.5001 -0.5306 7.3885 0.365 0.002 0.118 0.11
F -2.5713 -0.1149 7.7981 -0.065 0.322 -0.573 0.12
S -1.6752 0.0898 5.1645 1.633 0.617 3.013 0.58
O -0.7641 -0.7834 4.4685 0.243 -0.454 -0.949 -0.34
O -1.1414 1.4015 5.4744 -1.012 -0.825 -0.438 -0.28
N -3.1633 0.0154 4.7512 -0.517 0.161 -0.853 -0.28
S -3.5381 -0.2222 3.2350 -0.280 -0.538 -0.244 0.62
O -4.8201 0.3251 2.9364 -0.039 -0.036 0.135 -0.25
O -2.4755 0.0624 2.2660 0.082 -0.309 0.792 -0.47
C -3.7506 -2.0813 3.1050 0.894 0.080 1.637 -0.64
F -4.5361 -2.2968 2.0913 0.253 -0.647 -0.789 0.17
F -4.3495 -2.6126 4.2049 0.256 0.562 -0.484 0.11
F -2.5164 -2.6487 3.0521 -1.372 0.310 -0.610 0.11
C -2.1442 0.0779 -2.8857 0.732 -0.203 0.544 -0.35
C -2.9931 1.3673 -2.6913 0.581 0.934 -1.388 -0.36
C -3.4842 1.6674 -1.2982 1.568 1.430 0.011 -0.35
Sb -1.8475 1.7933 0.1118 0.254 -0.937 0.283 1.53
C -0.7791 3.3516 -0.7917 -0.419 1.122 -0.619 -0.42
C -1.3841 4.6072 -0.9757 -0.295 0.190 -0.145 -0.10
C -0.7040 5.6844 -1.5551 -0.611 -1.868 0.556 -0.08
C 0.5944 5.4678 -1.9199 1.268 0.749 -0.980 -0.12
C 1.2320 4.2549 -1.7889 -0.245 -1.159 0.586 -0.08
C 0.5107 3.1658 -1.2490 1.299 0.569 0.180 -0.21
C -2.8355 2.9665 1.5786 -0.241 0.788 0.447 -0.37
C -2.0745 3.6548 2.5759 -0.882 -0.835 -0.586 -0.09
C -2.7851 4.3606 3.5571 0.944 -0.336 -0.303 -0.08
C -4.1642 4.4919 3.4707 0.543 1.328 1.552 -0.12
C -4.8783 3.8550 2.5058 -1.514 0.172 0.028 -0.11
C -4.2447 3.0539 1.5767 0.676 -0.084 -0.206 -0.14
Sb -0.0127 0.3381 -3.3721 -0.407 -0.479 0.349 1.50
C -0.3761 0.5835 -5.4432 -0.442 -0.850 -0.040 -0.45
C -1.3770 -0.0991 -6.1134 -0.819 -0.604 -1.260 -0.12
C -1.5932 0.0780 -7.5096 0.044 -0.323 1.238 -0.08
C -0.7505 0.8874 -8.2406 -0.048 0.144 -0.696 -0.11
C 0.3060 1.4772 -7.5705 0.677 1.413 -0.328 -0.10
C 0.4733 1.3455 -6.1967 0.029 0.674 -0.576 -0.16
C 0.5089 -1.7942 -3.5540 -0.522 1.132 0.394 -0.30
C 0.5872 -2.5847 -2.4214 0.342 -1.549 0.971 -0.27
C 0.9047 -3.9460 -2.5143 -0.013 -0.306 -1.021 0.00
C 1.1080 -4.5175 -3.7907 0.209 0.533 0.587 -0.07
C 1.1293 -3.7069 -4.9090 0.137 1.012 -0.361 -0.10
C 0.8106 -2.3409 -4.7803 0.054 -0.004 -1.148 -0.12
H -2.4605 -0.4765 -3.7631 -0.304 -0.065 0.160 0.02
H -2.1301 -0.6592 -2.0501 -0.402 0.584 -0.323 0.03
H -3.8365 1.2775 -3.4043 0.120 0.089 0.486 0.11
H -2.4660 2.3076 -3.0433 -0.175 -1.047 0.139 0.10
H -4.1277 0.9325 -0.9902 -1.564 -2.018 1.059 0.03
H -3.9997 2.6219 -1.1484 0.111 0.000 -0.565 0.05
H -2.4321 4.7122 -0.6903 0.221 0.142 0.063 0.10
H -1.1664 6.6060 -1.7884 -0.532 0.800 0.079 0.09
H 1.1222 6.2808 -2.4080 0.150 0.032 0.136 0.10
H 2.2867 4.1342 -2.0476 -0.391 0.053 -0.098 0.10
H 1.0268 2.2095 -1.1055 -0.282 0.338 -0.069 0.04
H -0.9676 3.5499 2.5659 -0.926 0.198 0.277 0.10
H -2.2552 4.7628 4.4149 0.005 0.200 -0.205 0.10
H -4.6641 5.1696 4.2016 0.314 -0.812 -0.567 0.11
H -5.9711 4.0177 2.5688 0.644 -0.467 -0.535 0.11
H -4.8706 2.5108 0.8693 0.356 0.023 0.068 0.09
H -1.9834 -0.8460 -5.5910 0.039 0.406 -0.203 0.10
H -2.4107 -0.4076 -8.0214 -0.130 -0.211 0.186 0.10
H -0.9422 1.0664 -9.3271 0.333 -0.174 1.087 0.11
H 0.9507 2.2048 -8.0901 -0.217 -0.586 0.135 0.11
H 1.2033 1.9247 -5.6688 0.634 0.248 -0.091 0.08
H 0.6772 -1.0499 -1.0239 -0.108 0.249 0.052 0.07
H 0.9770 -4.5497 -1.6107 0.078 0.122 -0.582 0.10
H 1.3179 -5.5683 -3.9577 0.041 0.003 0.498 0.10
H 1.4964 -4.0828 -5.8690 -0.499 -0.011 0.261 0.10
H 0.7488 -1.6543 -5.6631 0.274 -0.990 0.702 0.10
C 4.5271 -2.5046 1.7927 0.072 0.542 0.178 -0.05
C 4.3414 -1.3817 0.7958 0.358 0.516 -0.409 -0.64
C 4.6153 -1.8478 -0.6461 1.989 0.554 1.215 -0.03
C 5.3257 -0.2874 1.2533 -0.073 -0.585 -0.094 -0.04
N 2.9130 -1.0555 0.8536 0.083 0.694 1.107 -0.06
N 2.4385 0.0870 0.1407 -0.841 -1.127 0.624 0.04
H 5.5691 -2.7813 1.8500 0.259 -0.298 -0.023 0.08
H 3.9297 -3.3014 1.4575 -0.646 -1.447 -0.249 0.05
H 4.1962 -2.2396 2.8005 -0.004 0.190 -0.056 0.09
H 5.6878 -2.1935 -0.7134 -1.079 0.152 -0.061 0.10
H 4.5467 -0.9619 -1.2779 -0.271 -0.296 -0.413 0.07
H 3.9361 -2.6455 -0.8706 -0.374 -0.307 -0.554 0.07
H 6.2751 -0.8487 1.3190 0.020 0.893 -0.256 0.08
H 5.0771 -0.0053 2.2758 -0.078 0.249 0.059 0.08
H 5.3781 0.6101 0.6252 0.145 -0.287 0.040 0.08
H 2.7512 -0.8283 1.8372 -0.415 -0.132 -0.161 0.09
H 2.5229 -0.1338 -0.8082 -0.003 -0.400 -1.826 0.03
H 2.9435 0.9245 0.2638 0.987 1.210 0.716 0.06
O -2.3184 -2.4587 -0.0406 -0.031 -0.569 0.143 -0.53
S -2.5813 -3.6863 -0.8878 -0.212 0.973 0.201 0.76
O -2.3377 -3.2818 -2.2982 0.277 -0.746 -0.185 -0.52
N 0.4267 -2.0232 -1.1179 -0.057 0.078 0.416 0.17
C 0.1028 -2.5430 0.0886 0.027 -0.053 0.997 -0.34
O 0.1881 -1.8060 1.1200 -0.218 -1.236 -1.229 -0.13
C -0.0697 -4.0552 0.2708 0.524 0.633 0.319 -0.18
C 0.8928 -4.7775 0.9998 0.138 0.787 -0.245 -0.02
C 0.8937 -6.1616 0.9480 -0.508 0.749 -0.365 -0.08
C -0.1283 -6.8366 0.2611 1.014 -0.566 1.704 -0.09
C -1.1880 -6.1280 -0.2145 0.549 1.441 -0.245 -0.08
C -1.1230 -4.7262 -0.2837 -1.027 -0.226 -0.461 -0.27
H 1.6172 -4.2028 1.5890 -0.082 -0.374 -0.296 0.11
H 1.6397 -6.6785 1.5001 0.492 -0.550 0.257 0.09
H -0.1554 -7.9241 0.3752 -0.076 0.293 -0.402 0.11
H -2.0390 -6.6694 -0.4931 -1.316 -0.398 -0.748 0.09
N 5.4772 4.4404 4.7130 -0.212 -0.176 -0.256 0.12
C 4.6164 3.8416 4.2315 -0.145 0.165 -0.113 -0.21
C 3.5164 3.0583 3.7205 -1.024 -0.635 -0.263 -0.23
C 2.7432 3.3897 2.5570 0.988 -0.690 2.607 -0.04
C 1.6816 2.6120 2.2083 -0.330 -0.188 -0.519 -0.18
C 1.3440 1.4167 2.8274 -0.408 -1.111 0.702 -0.20
C 2.0596 1.1282 4.0068 0.603 0.612 -0.473 -0.13
C 3.1220 1.9344 4.4809 0.156 0.002 -0.496 -0.03
H 2.8830 4.3103 2.0986 0.534 1.498 -0.979 0.09
H 1.0612 2.9536 1.4031 -0.083 0.191 -0.569 0.05
H 1.7711 0.2340 4.5160 0.073 -0.350 0.671 0.07
H 3.7079 1.7148 5.3964 -0.641 -0.035 -0.637 0.12
```
Forces are in eV/Å.

## Properties
Molar mass = 1301.56 g mol⁻¹
Energy above the lowest of the compared OMol25 structures with the same formula, charge and spin = 0.0 kcal/mol
Charge = -1
Multiplicity = 6
HOMO level (alpha / beta) = -5.27 / -5.27 eV
LUMO level (alpha / beta) = 0.0752 / 0.0751 Eh
Kohn-Sham gap (alpha / beta) = 7.31 / 7.31 eV